Record 1
Below is a 3-piece molecular cluster, CH2FI overall at a distorted geometry, with properties calculated with wB97M-V/def2-TZVPD.

**Molar mass**: 159.93 g/mol
**HOMO energy**: -9.82 eV
**LUMO energy**: -1.10 eV
**Spin multiplicity**: 1
**Net charge**: 0
**DFT total energy**: -11883.20630 eV
**Frontier orbital gap**: 8.7227 eV
**Energy relative to the best compared isomer or geometry (same formula, charge and spin)**: 76.64 kcal per mole

The geometry in XYZ format:
```
5
Properties=species:S:1:pos:R:3:forces:R:3
C -2.52300 1.33336 -0.71188 -0.39 1.53 1.02
F -2.88804 2.31056 0.14156 0.49 -1.26 -1.13
I -3.37191 -0.43476 0.02691 -0.11 -0.27 0.10
H 0.02125 1.01603 0.91738 3.38 0.64 -0.83
H 0.87275 1.17896 0.70400 -3.38 -0.64 0.84
```
Forces are in eV/Å.

Record 2
Below is C23H22AuN6O3S2 as an isolated structure at a distorted geometry, with properties calculated with wB97M-V/def2-TZVPD.

**Molar mass**: 691.57 g/mol
**HOMO energy**: -10.15 eV
**LUMO energy**: -5.09 eV
**Spin multiplicity**: 1
**Net charge**: +1
**DFT total energy**: -64647.23031 eV
**Frontier orbital gap**: 5.0630 eV
**Energy relative to the best compared isomer or geometry (same formula, charge and spin)**: 5.51 kcal per mole

The geometry in XYZ format:
```
57
Properties=species:S:1:pos:R:3:forces:R:3
Au -0.59396 0.16665 0.16914 0.21 -0.03 0.98
N 5.45211 -0.20311 -4.88029 0.02 0.02 -0.05
C 4.78790 -0.21282 -3.69267 -0.05 -0.02 0.06
C 5.21135 0.60193 -2.63029 -0.01 -0.02 -0.01
C 4.54593 0.58418 -1.42495 0.06 -0.01 0.01
C 3.44516 -0.24910 -1.25667 -0.04 0.04 0.11
C 3.01357 -1.06739 -2.29609 -0.08 -0.01 0.00
C 3.67450 -1.04912 -3.50366 0.04 0.03 -0.02
S 2.60487 -0.28497 0.26927 0.22 -0.12 -0.21
O 3.46538 0.17354 1.31479 -0.08 0.03 -0.03
O 1.94109 -1.55803 0.39643 -0.22 -0.01 0.04
N 1.32081 0.77392 0.15231 -0.17 0.06 0.14
C 1.48296 2.15311 0.24099 -0.05 0.21 0.10
N 0.38067 2.83763 0.57941 0.07 -0.25 -0.01
C 0.51258 4.15531 0.67361 0.03 0.10 -0.03
C 1.72019 4.79848 0.46346 -0.06 0.00 0.01
C 2.78706 3.98863 0.11982 0.03 -0.06 -0.02
N 2.67830 2.67008 -0.00795 0.01 -0.01 -0.03
H 6.23688 0.40312 -5.02703 -0.01 -0.01 0.01
H 5.14628 -0.76838 -5.64942 0.00 0.00 0.01
H 6.07508 1.24233 -2.75839 0.00 -0.01 -0.01
H 4.87217 1.20675 -0.60462 -0.01 -0.01 0.00
H 2.16920 -1.72822 -2.14614 0.02 -0.01 0.00
H 3.34632 -1.69340 -4.30963 0.00 0.00 0.00
H -0.38236 4.70954 0.93324 0.00 0.00 0.01
H 1.82609 5.86837 0.55638 -0.03 0.00 0.00
H 3.76810 4.40781 -0.07348 0.01 -0.01 0.00
C -6.16099 0.06438 -2.34680 -0.01 -0.02 -0.02
C -4.90913 0.04748 -1.53901 -0.06 -0.01 0.02
C -4.91109 -0.33774 -0.19277 0.03 0.03 0.02
C -3.71333 -0.35816 0.48779 -0.07 0.06 -0.24
N -2.60484 -0.00674 -0.16349 -0.02 -0.32 0.00
C -2.68730 0.36260 -1.45480 0.12 0.01 0.24
S -1.05112 0.78836 -1.94128 -0.16 0.18 -0.80
N -3.77785 0.40501 -2.16568 0.09 0.03 -0.05
H -7.04744 0.07998 -1.71715 0.00 0.00 0.00
H -6.19387 -0.83581 -2.96517 0.01 0.01 -0.01
H -6.16150 0.91972 -3.01899 0.01 0.01 0.01
H -5.83507 -0.60822 0.29572 0.03 -0.01 0.04
H -3.60998 -0.63226 1.52626 -0.03 -0.06 0.08
C -0.96369 -4.43903 2.07729 0.11 -0.05 0.12
C -1.03362 -3.02992 1.57295 -0.19 0.18 -0.33
O -0.97621 -2.77667 0.38818 0.09 0.17 0.11
C -1.26070 -1.89512 2.53595 0.16 -0.03 0.33
C -0.43308 -0.75120 2.51908 -0.13 -0.15 -0.28
C -0.72484 0.32834 3.35551 0.09 0.09 -0.06
C -1.83068 0.28391 4.19208 -0.01 0.02 0.08
C -2.59985 -0.86862 4.25519 0.01 0.06 -0.03
C -2.30334 -1.96422 3.44820 0.00 0.00 -0.19
H -0.02038 -4.86156 1.72868 -0.01 -0.02 0.01
H -1.76612 -5.02481 1.62756 0.00 0.02 -0.01
H -1.01009 -4.50997 3.16081 0.00 -0.01 0.01
H 0.55061 -0.82396 2.05269 0.04 -0.09 -0.07
H -0.05391 1.17768 3.37946 -0.02 0.02 -0.06
H -2.05926 1.12138 4.83704 0.01 0.01 -0.02
H -3.43335 -0.91958 4.94387 0.00 -0.02 0.00
H -2.90616 -2.86209 3.51328 0.00 0.00 0.00
```
Forces are in eV/Å.

Record 3
Below is C43H33BCaCl2N5O4P as an isolated structure at a distorted geometry, with properties calculated with wB97M-V/def2-TZVPD.

**Molar mass**: 836.54 g/mol
**HOMO energy**: -1.87 eV
**LUMO energy**: 3.95 eV
**Spin multiplicity**: 1
**Net charge**: -2
**DFT total energy**: -114220.31454 eV
**Frontier orbital gap**: 5.8193 eV
**Energy relative to the best compared isomer or geometry (same formula, charge and spin)**: 53.92 kcal per mole

The geometry in XYZ format:
```
90
Properties=species:S:1:pos:R:3:forces:R:3
Ca 1.12003 0.11495 1.40142 -1.35 2.15 0.05
O 2.91522 -0.42850 2.24858 1.22 -0.16 1.08
C 3.70622 -0.97027 1.41136 1.00 -0.65 -0.25
C 5.02356 -0.46578 1.24682 0.06 0.17 0.05
C 5.90923 -1.00374 0.35202 0.08 -0.06 0.06
C 5.56123 -2.11614 -0.41172 0.18 -0.25 -0.22
C 4.30092 -2.65257 -0.27485 -0.08 0.05 0.02
C 3.35664 -2.10907 0.60307 0.50 0.44 0.14
C 2.02619 -2.63705 0.60321 -0.67 -0.66 0.01
N 1.04740 -2.05801 1.19652 0.39 -1.25 -0.18
N -0.19037 -2.61877 1.11472 -0.75 -0.91 -0.20
C -1.14257 -1.75168 1.38446 0.33 -0.50 -0.04
O -0.99820 -0.52615 1.65990 -0.86 -0.18 0.87
C -2.52739 -2.28870 1.22675 -0.48 -0.07 0.04
C -2.78592 -3.62635 0.92138 0.16 0.11 0.10
C -4.07275 -4.04899 0.65015 -0.14 -0.20 -0.02
C -5.13135 -3.15130 0.67727 -0.07 0.06 0.04
C -4.88903 -1.82535 1.00313 -0.26 -0.09 -0.04
C -3.60257 -1.40375 1.28157 0.34 0.05 0.05
H 5.28807 0.41428 1.82047 -0.05 0.00 0.07
H 6.89226 -0.56067 0.23781 0.02 0.04 -0.02
H 6.26327 -2.52762 -1.12522 -0.02 -0.03 -0.04
H 4.00483 -3.49535 -0.89189 -0.03 -0.01 0.00
H 1.84526 -3.56020 0.03085 -0.07 0.14 0.13
H -1.95012 -4.30715 0.86862 0.09 -0.04 -0.01
H -4.25781 -5.08881 0.40137 0.03 0.01 0.00
H -6.13588 -3.48207 0.44148 -0.01 -0.01 0.00
H -5.70553 -1.11365 1.01809 0.00 0.03 0.00
H -3.39248 -0.37053 1.51588 0.05 0.07 0.03
O -0.90669 2.67218 1.26022 -0.32 -0.12 -0.03
N -1.48941 2.06037 0.19058 -0.39 0.60 0.34
C -2.76139 2.02736 0.19673 0.27 0.74 0.84
C -3.42872 1.27944 -0.82608 -0.16 -0.48 -0.53
C -4.80199 1.42589 -1.01837 0.09 0.10 0.05
C -5.46574 0.64930 -1.94196 -0.12 -0.04 -0.04
C -4.75066 -0.29509 -2.66576 -0.11 0.00 -0.10
C -3.39011 -0.44768 -2.47731 0.03 0.06 -0.14
C -2.68633 0.33669 -1.56279 -0.28 0.10 0.30
P -0.88763 0.21166 -1.16847 0.09 -0.79 -1.20
C -0.54524 -1.27424 -2.21158 0.00 0.03 -0.09
C -1.25556 -2.43299 -1.89979 0.14 0.03 -0.07
C -1.03227 -3.61572 -2.57782 -0.10 -0.05 0.10
C -0.07274 -3.66593 -3.57608 0.04 -0.11 -0.14
C 0.65844 -2.52892 -3.87576 0.19 -0.07 -0.13
C 0.43395 -1.34291 -3.19573 -0.10 -0.05 0.07
C -0.35791 1.53967 -2.32311 -0.01 -0.10 -0.14
C -0.72687 1.49960 -3.66147 0.07 0.11 0.11
C -0.27143 2.46538 -4.54067 -0.09 0.07 -0.29
C 0.52157 3.50447 -4.08809 -0.01 0.09 -0.03
C 0.86816 3.56350 -2.74806 0.07 0.15 -0.01
C 0.44611 2.57887 -1.87481 0.01 0.04 -0.08
H 0.06942 2.48218 1.19267 -0.19 0.55 0.09
H -3.34773 2.49655 0.98685 0.10 0.05 0.10
H -5.33335 2.16903 -0.43740 -0.07 0.03 0.08
H -6.53068 0.76939 -2.09644 -0.03 0.00 0.00
H -5.25971 -0.91593 -3.39194 -0.02 -0.05 -0.03
H -2.87233 -1.19594 -3.06054 0.00 0.05 0.00
H -2.00890 -2.38789 -1.12894 -0.03 -0.12 0.00
H -1.60946 -4.49427 -2.32022 -0.02 -0.09 0.02
H 0.10547 -4.58897 -4.11551 0.02 -0.02 -0.01
H 1.42249 -2.55589 -4.64139 0.07 -0.02 -0.02
H 1.02891 -0.47465 -3.43130 0.05 0.04 -0.10
H -1.35384 0.69519 -4.02235 -0.02 -0.04 -0.03
H -0.53447 2.40140 -5.58883 -0.03 0.01 -0.07
H 0.87620 4.26019 -4.77924 0.01 0.00 0.00
H 1.48394 4.37341 -2.38354 0.10 0.02 0.04
H 0.77914 2.59670 -0.84917 0.03 0.13 0.01
Cl 2.90196 5.12479 1.86182 0.07 0.15 -0.21
C 2.32169 4.10439 3.13525 -0.12 -0.46 -0.43
C 2.38923 4.57784 4.43576 -0.16 -0.35 0.49
C 1.93809 3.79725 5.47315 0.22 0.47 -0.18
Cl 2.03193 4.43113 7.09605 0.03 0.09 0.28
C 1.38912 2.52586 5.24717 -0.12 -0.16 -0.37
C 0.89487 1.67269 6.25505 0.01 -0.12 -0.04
C 0.36478 0.46095 5.90484 0.00 0.13 0.12
C 0.29707 0.11460 4.54519 -0.13 -0.08 0.10
N 0.73974 0.89404 3.59679 -0.31 -0.28 0.54
C 1.29719 2.06416 3.90085 0.36 0.82 0.67
C 1.78231 2.84697 2.77934 0.17 0.93 0.92
O 1.67110 2.43519 1.59441 -0.11 -0.16 -0.82
H 2.79017 5.56344 4.62376 0.03 0.01 0.03
H 0.94632 1.99142 7.28950 0.00 -0.05 -0.05
H -0.01097 -0.21849 6.65807 -0.02 -0.03 -0.02
H -0.14641 -0.81714 4.22303 -0.05 -0.14 -0.02
B 3.47684 0.38845 -2.84080 0.22 0.07 -0.38
C 2.59264 0.31917 -1.56072 -0.38 0.02 0.22
N 1.82829 0.30271 -0.69137 1.30 0.07 -1.40
H 3.55896 -0.72462 -3.31227 -0.01 -0.14 -0.04
H 2.88621 1.13719 -3.60181 -0.03 0.00 -0.04
H 4.56786 0.82563 -2.57279 0.16 0.08 0.08
```
Forces are in eV/Å.

Record 4
Below is C25H14Br3Cl2INO4PtS as an isolated structure, with properties calculated with wB97M-V/def2-TZVPD.

**Molar mass**: 1057.06 g/mol
**HOMO energy**: -11.44 eV
**LUMO energy**: -5.23 eV
**Spin multiplicity**: 1
**Net charge**: +1
**DFT total energy**: -293180.45186 eV
**Frontier orbital gap**: 6.2161 eV
**Energy relative to the best compared isomer or geometry (same formula, charge and spin)**: 6.07 kcal per mole

The geometry in XYZ format:
```
52
Properties=species:S:1:pos:R:3:forces:R:3
Pt -0.31400 1.05933 0.62996 0.47 0.50 -0.03
Br 0.91380 4.35918 1.90803 -0.02 0.01 -0.07
C -0.39340 3.36901 2.79442 -0.06 -0.06 0.03
C -0.87983 3.89943 3.98503 0.03 0.00 0.01
C -1.84707 3.22049 4.69309 -0.02 0.01 0.00
C -2.32204 2.01755 4.19211 0.00 -0.01 0.02
C -1.80431 1.55536 3.00969 0.02 -0.01 0.00
N -0.85270 2.21171 2.31301 0.10 0.08 -0.02
C -2.32205 0.28105 2.41687 0.05 -0.04 -0.02
O -3.12113 -0.42139 2.95993 -0.03 0.02 0.02
O -1.84522 0.00803 1.20598 -0.23 0.26 -0.05
H -0.47938 4.83948 4.33341 0.00 0.00 0.00
H -2.23094 3.62729 5.61849 0.01 -0.01 0.01
H -3.08012 1.42592 4.68514 0.00 0.00 -0.01
Cl 1.72771 1.98756 -0.19817 -0.15 0.07 0.04
C 1.17395 2.71893 -1.71245 -0.06 -0.01 -0.04
C 2.14917 3.01085 -2.64377 0.03 0.01 0.00
C 1.74833 3.57492 -3.84430 0.02 0.00 0.00
C 0.40612 3.82469 -4.07986 -0.02 -0.01 0.01
C -0.54420 3.51560 -3.11992 0.03 0.04 -0.03
Cl -2.20236 3.85964 -3.43620 0.00 0.00 0.00
C -0.18614 2.94471 -1.89289 0.02 0.05 0.08
S -1.42976 2.62461 -0.68725 -0.23 -0.27 -0.08
H 3.19022 2.80394 -2.43556 -0.01 -0.03 0.00
H 2.48483 3.81392 -4.59816 0.00 0.00 0.00
H 0.08062 4.25838 -5.01496 0.00 0.01 0.00
Br 0.23344 -2.81947 -3.82398 -0.04 0.03 0.01
C -0.83854 -3.23234 -2.32732 -0.10 0.06 -0.05
C -1.40244 -4.49570 -2.23761 0.01 0.01 0.00
C -2.18486 -4.82504 -1.14206 0.01 -0.03 0.00
C -2.41284 -3.89450 -0.14014 0.02 0.01 0.00
C -1.85700 -2.62555 -0.21779 -0.17 0.08 -0.05
C -1.07137 -2.31537 -1.31093 -0.18 0.03 -0.17
I -0.13163 -0.44030 -1.55872 -0.07 0.02 -0.05
H -1.22284 -5.21161 -3.02754 0.00 0.00 0.00
H -2.61952 -5.81315 -1.07764 0.00 0.00 0.00
H -3.02848 -4.14499 0.71291 0.00 0.00 0.00
H -2.04640 -1.89891 0.55694 0.03 -0.10 -0.07
Br 4.52299 -0.19285 -0.17305 0.10 -0.03 -0.05
C 3.16676 -1.50490 -0.04091 -0.01 -0.06 -0.17
C 3.22205 -2.56343 -0.93728 0.02 0.04 -0.01
C 2.24868 -3.55099 -0.90860 -0.02 0.02 0.11
C 1.20700 -3.47505 0.00646 0.33 -0.08 0.13
C 1.13847 -2.39498 0.86930 0.28 -0.18 0.30
C 2.11681 -1.40139 0.86542 0.23 -0.23 0.13
C 2.02135 -0.30076 1.87651 0.16 0.16 -0.21
O 2.97431 0.15982 2.45184 -0.13 -0.15 0.04
O 0.78607 0.13611 2.08719 -0.38 -0.24 0.30
H 4.03671 -2.61483 -1.64631 -0.01 -0.01 -0.01
H 2.31270 -4.38162 -1.59924 0.01 -0.01 0.01
H 0.45860 -4.25580 0.05160 0.02 0.01 0.01
H 0.34986 -2.33262 1.60926 -0.05 0.05 -0.06
```
Forces are in eV/Å.

Look up the spin multiplicity of the second one.
1

The lowest molar mass belongs to which entry?
CH2FI

Among the records above, which one has the lowest molar mass?
CH2FI

The highest energy relative to the best compared isomer or geometry (same formula, charge and spin) belongs to which entry?
CH2FI